Here is a molecular structure, C14H31F6ReS3Sb2Se2 from OMol25. Energies are from the ωB97M-V functional and the def2-TZVPD basis.

Its relative energy (zero: lowest compared OMol25 entry of this formula, charge and spin) is 38.7 kcal/mol. For the frontier orbital gap (alpha / beta), the calculation gives 0.2400 / 0.2401 Ha. For the largest force on an atom, the calculation gives 0.4 eV Å⁻¹. As for the spin multiplicity: 1. The total energy comes out at -209715.79894 eV. Its total charge is +2. The value obtained for the LUMO energy (alpha / beta) is -8.98 / -8.98 eV.

Element x y z (Å)
Re 1.81602 -0.40701 -0.36071
Sb 5.79442 0.34304 0.45361
Sb -0.97927 -0.34099 -0.63692
Se 2.04046 1.98160 0.68412
Se 1.74717 -1.23184 2.23957
S 2.99992 -2.12908 -4.19875
S 1.68261 -2.32840 -1.42210
S 2.12803 0.22429 -2.42388
F 3.63782 -0.46917 0.32849
F 7.50810 0.99632 0.52559
F 6.07348 -1.19763 -0.55154
F 4.93925 1.70497 1.44126
F 5.14946 1.18748 -1.09204
F 5.69631 -0.68452 2.00756
C -1.38123 -3.33973 -0.14192
C 0.07060 -1.31825 3.21493
C -3.43598 1.50525 -0.63837
C 2.46199 0.40014 3.05302
C -1.28382 -0.53490 -2.77708
C 0.80433 3.45050 0.41179
C 1.83270 1.70252 2.61030
C -2.61299 -1.19810 -3.12385
C -1.13698 0.82348 -3.45613
C -2.04125 1.58077 1.46898
C 2.27400 -1.51837 -2.94981
C -1.91975 -2.00936 0.36918
C -3.44253 -1.91750 0.28852
C -2.02709 1.44587 -0.04938
H -1.98088 1.47624 -3.23480
H -0.32454 -3.47865 0.08569
H -3.89266 2.45164 -0.33974
H 2.36111 2.53561 3.07473
H -0.22146 1.35354 -3.18798
H -3.46669 -0.60842 -2.78760
H -2.48924 2.53550 1.75371
H -2.70186 -2.20385 -2.71576
H -1.52407 -3.46732 -1.21599
H 2.31337 0.26213 4.12448
H -2.64142 0.79629 1.93389
H -1.03913 1.54235 1.89936
H -3.81507 -1.94593 -0.73523
H 0.67456 3.57984 -0.66002
H -3.83026 -1.02555 0.77699
H 0.33469 -1.31486 4.27005
H -1.11839 0.68151 -4.53855
H 3.53028 0.37275 2.86048
H 1.29316 4.32888 0.82507
H -1.43061 2.23995 -0.49461
H -3.44562 1.47366 -1.72595
H -0.13928 3.26683 0.91062
H -1.92021 -4.15161 0.35095
H -0.38689 -2.27397 2.97848
H -3.86512 -2.77848 0.81089
H -0.59420 -0.49403 2.98383
H -0.46453 -1.19396 -3.07561
H -2.68739 -1.28077 -4.21053
H 0.77714 1.76740 2.86778
H -4.07626 0.70808 -0.26649
H -1.62435 -1.87619 1.40740

For each atom in turn, the Löwdin charge in e is:
1. Re 0.461
2. Sb 1.507
3. Sb 1.517
4. Se 0.971
5. Se 0.988
6. S 0.877
7. S 0.593
8. S 0.618
9. F -0.581
10. F -0.278
11. F -0.309
12. F -0.360
13. F -0.344
14. F -0.311
15. C -0.135
16. C -0.322
17. C -0.100
18. C -0.481
19. C -0.537
20. C -0.292
21. C -0.447
22. C -0.109
23. C -0.134
24. C -0.133
25. C -1.530
26. C -0.521
27. C -0.105
28. C -0.525
29. H 0.074
30. H 0.035
31. H 0.104
32. H 0.101
33. H 0.030
34. H 0.078
35. H 0.105
36. H 0.066
37. H 0.076
38. H 0.096
39. H 0.085
40. H 0.029
41. H 0.073
42. H 0.047
43. H 0.061
44. H 0.054
45. H 0.104
46. H 0.041
47. H 0.055
48. H 0.064
49. H 0.060
50. H 0.011
51. H 0.101
52. H 0.032
53. H 0.101
54. H 0.016
55. H 0.051
56. H 0.102
57. H 0.061
58. H 0.068
59. H 0.042